Below is a structure of composition C3H4NaO3, with properties calculated with ωB97M-V/def2-TZVPD.

Calculated values
energy relative to the best compared isomer or geometry (same formula, charge and spin) = 35.1 kcal/mol
LUMO level = 2.3267 eV
E_tot = -13733.6986 eV
charge = -1
frontier orbital gap = 5.50 eV

Last column: Mulliken charge in e.
Cartesian coordinates (Å):
H 1.13777 -0.51709 -2.07714  -0.26
Na 0.93200 1.61518 -1.73580  0.20
O -1.15202 3.94156 1.64852  -0.36
C -1.70273 4.40149 0.52384  0.69
C -0.17448 2.91177 1.25839  -0.14
O -2.43153 5.37471 0.49180  -0.65
O -1.35542 3.68598 -0.52652  -0.32
C -0.66656 2.41704 -0.06990  -0.73
H -0.15326 2.14350 2.04063  0.22
H 0.79352 3.43871 1.23223  0.17
H -1.52580 1.74639 0.12492  0.17

Atoms 1-3, force components in eV/Å:
0.2 0.4 -0.1
-0.3 -0.7 0.1
0.3 -0.2 0.6

---

Below is a cluster of 2 separate species, C3H4O2 in total, with properties calculated with ωB97M-V/def2-TZVPD.

Calculated values
energy relative to the best compared isomer or geometry (same formula, charge and spin) = 34.9 kcal/mol
LUMO level = 0.8027 eV
E_tot = -7269.1725 eV
frontier orbital gap = 10.53 eV

Last column: Mulliken charge in e.
Cartesian coordinates (Å):
C 3.87058 -0.44515 0.58555  -0.02
C 1.40490 0.76806 -0.10553  0.42
C 0.59141 -0.37029 -0.54520  -0.85
O 0.98418 1.85292 0.13727  -0.45
O 4.12138 -1.27161 -0.12868  -0.14
H 2.54207 0.57967 0.06575  0.18
H 0.54567 -1.10764 0.30231  0.27
H 0.87955 -1.03511 -1.38501  0.32
H -0.55751 -0.13828 -0.75585  0.28

Atoms 1-3, force components in eV/Å:
1.0 0.0 1.0
2.0 -0.1 -0.4
-3.6 -2.2 -0.2

---

Below is an isolated molecule of C3H4O2, with properties calculated with ωB97M-V/def2-TZVPD.

Calculated values
energy relative to the best compared isomer or geometry (same formula, charge and spin) = 127.3 kcal/mol
LUMO level = 0.5844 eV
E_tot = -7265.1661 eV
frontier orbital gap = 10.05 eV

Last column: Mulliken charge in e.
Cartesian coordinates (Å):
C -0.08076 0.58093 -0.63816  0.05
C 0.11803 1.55245 -1.94735  -0.11
C 0.37950 -0.78550 0.40110  -0.31
O -0.74718 0.57666 -1.99192  -0.15
O -0.44667 -0.75853 1.48110  -0.48
H -0.65887 1.16781 0.06172  0.14
H 1.49323 -0.67100 0.68648  0.22
H 0.16297 -1.64596 -0.06508  0.32
H -0.22026 -0.01687 2.01211  0.33

Atoms 1-3, force components in eV/Å:
0.5 0.3 0.2
-0.3 -3.2 1.6
2.2 4.7 -1.0

---

Below is an isolated molecule of C3H4O2, with properties calculated with ωB97M-V/def2-TZVPD.

Calculated values
energy relative to the best compared isomer or geometry (same formula, charge and spin) = 93.7 kcal/mol
LUMO level = 0.7302 eV
E_tot = -7266.6240 eV
frontier orbital gap = 9.59 eV

Last column: Mulliken charge in e.
Cartesian coordinates (Å):
O 2.14049 0.15506 0.29487  -0.29
C 0.98867 -0.48624 0.33641  -1.00
C -0.16189 0.40748 0.32532  0.69
C -1.23681 -0.13983 -0.53588  -0.42
O -1.30478 -0.26802 0.85321  -0.37
H 2.65536 -0.66028 0.28108  0.50
H -0.10030 1.47895 0.51812  0.37
H -1.92851 0.57193 -0.97969  0.25
H -1.05223 -1.05907 -1.09344  0.27

Atoms 1-3, force components in eV/Å:
-0.5 -0.8 0.0
-0.4 -0.1 0.0
0.1 0.1 0.1

---

Question: Number 1 is which compound?
Answer: C3H4NaO3

---

Question: Look up the energy relative to the best compared isomer or geometry (same formula, charge and spin) of the second one.
Answer: 34.9 kcal/mol

---

Question: Which value of LUMO level does entry 3 give?
Answer: 0.5844 eV

---

Question: What is the formula in the first record?
Answer: C3H4NaO3